C19H21BaN as an isolated structure at a distorted geometry, computed with the ωB97M-V functional and the def2-TZVPD basis.

Gap between HOMO and LUMO (spin up / spin down) = 6.2 / 3.6 eV
LUMO energy (spin up / spin down) = -0.041 / -0.275 eV
Energy above the lowest of the compared OMol25 structures with the same formula, charge and spin = 0.614 eV

The geometry in XYZ format:
```
42
Properties=species:S:1:pos:R:3:forces:R:3:mulliken_charge:R:1
C 0.238 2.113 1.009 -1.1 -0.8 0.6 1.215
C -0.237 1.643 -1.976 0.1 -0.5 -0.4 -0.197
C 1.540 2.758 0.715 -0.5 -0.4 1.6 -1.088
H 0.045 2.295 2.089 -0.1 0.1 -0.3 0.607
C 0.925 0.998 -1.870 -0.1 -0.3 -0.7 -0.697
H -0.991 1.219 -2.650 0.1 -0.3 0.6 0.378
H 2.077 3.149 1.582 -0.1 -0.1 -0.2 0.373
H 0.996 -0.014 -2.287 -0.1 0.4 -0.2 0.346
C 2.209 2.823 -0.563 1.6 -0.3 -1.2 -0.664
H 3.267 3.073 -0.343 -0.4 0.0 -0.3 0.415
H 1.854 3.637 -1.217 0.1 -0.2 0.1 0.315
C -0.946 2.734 0.212 0.1 0.1 0.4 -0.544
H -1.139 3.726 0.650 -0.1 -0.2 -0.2 0.368
H -1.870 2.142 0.362 0.3 0.1 0.0 0.247
C -0.675 2.899 -1.292 -0.5 0.6 -0.3 -0.823
H 0.012 3.740 -1.458 -0.3 -0.3 0.1 0.320
H -1.625 3.188 -1.772 0.3 0.1 0.2 0.391
C 2.237 1.487 -1.365 0.2 0.5 0.8 -0.306
H 2.926 1.639 -2.213 -0.3 -0.1 0.1 0.438
H 2.697 0.700 -0.746 -0.1 0.2 -0.1 0.129
Ba -1.174 -0.713 2.334 0.3 0.6 1.4 0.796
H 0.172 0.937 0.926 0.9 1.8 -0.8 -1.692
C -3.847 -2.054 -0.885 0.0 0.4 -0.4 -0.767
C -3.227 -3.305 -0.813 0.3 -0.1 0.0 -0.460
C -1.885 -3.397 -0.452 -0.2 -0.2 -0.2 -0.779
C -1.181 -2.233 -0.127 -0.3 0.6 0.6 1.462
N -1.855 -1.045 -0.051 -0.1 -0.3 -1.6 -0.051
C -3.115 -0.924 -0.530 0.7 -1.0 0.4 -0.367
C 0.207 -2.229 0.464 0.4 -1.3 1.1 -0.584
C 0.672 -3.352 1.219 -0.5 0.1 -0.6 -0.650
C 1.758 -3.192 2.085 -0.2 -0.6 0.0 -0.775
C 2.424 -1.974 2.191 0.6 1.0 -0.4 -0.677
C 2.012 -0.871 1.397 0.7 -2.2 1.2 0.351
C 0.905 -1.046 0.621 -1.6 2.1 -1.6 0.196
H -4.874 -1.947 -1.232 0.3 -0.1 0.1 0.379
H -3.780 -4.207 -1.079 0.1 0.3 0.1 0.385
H -1.352 -4.349 -0.426 -0.3 0.2 -0.1 0.411
H -3.502 0.095 -0.599 0.0 -0.3 0.2 0.402
H 0.151 -4.309 1.122 0.4 0.1 0.3 0.193
H 2.096 -4.045 2.683 -0.2 0.3 -0.2 0.357
H 3.287 -1.858 2.855 -0.3 -0.2 0.0 0.375
H 2.568 0.068 1.429 -0.2 0.0 0.1 0.269
```
Positions in Å, forces in eV/Å.



C19H21BrCeO3S as an isolated structure, computed with the ωB97M-V functional and the def2-TZVPD basis.

Gap between HOMO and LUMO = 7.0 eV
LUMO energy = -1.329 eV
Energy above the lowest of the compared OMol25 structures with the same formula, charge and spin = 0.000 eV

The geometry in XYZ format:
```
46
Properties=species:S:1:pos:R:3:forces:R:3:mulliken_charge:R:1
Ce 0.705 0.194 -1.468 0.5 0.1 0.3 0.668
O 4.212 -2.010 -1.082 0.0 -0.1 -0.1 -0.550
C 3.595 -1.062 -0.686 -0.1 0.1 -0.3 0.262
O 2.694 -0.418 -1.474 0.1 -0.3 0.3 -0.299
C 3.795 -0.458 0.664 0.0 0.0 0.0 0.372
C 5.108 -0.261 1.078 0.0 0.0 0.0 -0.726
C 5.378 0.305 2.311 0.0 0.0 0.0 -0.536
C 4.324 0.650 3.147 0.0 0.0 0.0 -0.591
C 3.016 0.425 2.751 0.0 0.0 0.0 -0.689
C 2.729 -0.132 1.503 -0.1 0.0 0.0 0.764
S 1.019 -0.466 1.129 0.2 0.1 -0.2 -0.142
H 5.911 -0.557 0.416 0.0 0.0 0.0 0.457
H 6.401 0.472 2.620 0.0 0.0 0.0 0.387
H 4.519 1.087 4.118 0.0 0.0 0.0 0.365
H 2.195 0.665 3.413 0.0 0.0 0.0 0.431
C -0.547 -2.587 -1.909 -0.1 0.0 0.1 -1.519
C -1.958 -2.428 -1.328 0.0 0.0 0.0 0.290
C -2.987 -2.227 -2.442 0.0 0.0 0.0 -1.516
C -2.081 -1.369 -0.249 0.0 -0.1 0.0 0.879
C -2.536 -1.726 1.013 0.0 0.0 0.0 -0.870
C -2.719 -0.772 2.001 0.0 0.0 0.0 -1.053
C -2.457 0.562 1.731 0.0 0.0 0.0 -0.896
C -1.993 0.969 0.488 0.0 0.1 0.0 0.658
C -1.743 2.446 0.237 0.0 0.0 0.0 0.273
C -0.284 2.797 -0.094 -0.1 -0.1 0.0 -1.276
C -2.690 3.016 -0.820 0.0 0.0 0.0 -1.579
C -1.810 -0.015 -0.495 -0.3 0.1 -0.2 0.905
O -1.333 0.349 -1.736 -0.5 -0.1 0.2 -0.613
H -0.462 -3.529 -2.450 0.1 0.0 0.0 0.566
H 0.213 -2.604 -1.119 0.1 0.0 0.0 0.307
H -0.345 -1.815 -2.662 0.0 0.0 -0.1 0.274
H -2.184 -3.376 -0.833 0.0 0.0 0.0 0.571
H -2.815 -1.287 -2.967 0.0 0.0 0.0 0.294
H -3.998 -2.210 -2.035 0.0 0.0 0.0 0.368
H -2.925 -3.041 -3.167 0.0 0.0 0.0 0.443
H -2.746 -2.769 1.220 0.0 0.0 0.0 0.403
H -3.068 -1.068 2.981 0.0 0.0 0.0 0.389
H -2.600 1.307 2.504 0.0 0.0 0.0 0.405
H -1.969 2.938 1.186 0.0 0.0 0.0 0.592
H -0.081 2.651 -1.163 0.0 0.1 -0.1 0.232
H 0.417 2.243 0.539 0.0 0.0 0.0 0.164
H -0.101 3.858 0.076 0.0 0.0 0.0 0.550
H -2.509 2.563 -1.795 0.0 0.0 0.0 0.298
H -2.542 4.094 -0.915 0.0 0.0 0.0 0.453
H -3.731 2.839 -0.545 0.0 0.0 0.0 0.371
Br 0.986 1.759 -3.688 0.1 0.0 0.0 -0.535
```
Positions in Å, forces in eV/Å.



C19H21BrInN4OS4 as an isolated structure, computed with the ωB97M-V functional and the def2-TZVPD basis.

Gap between HOMO and LUMO = 6.8 eV
LUMO energy = 2.281 eV
Charge = -1
Energy above the lowest of the compared OMol25 structures with the same formula, charge and spin = 0.669 eV

The geometry in XYZ format:
```
51
Properties=species:S:1:pos:R:3:forces:R:3:mulliken_charge:R:1
In 0.985 1.030 -1.165 -0.1 0.0 -0.1 0.937
C -3.164 5.884 -0.088 0.0 0.0 0.1 -1.061
C -3.239 4.705 -1.048 0.1 -0.1 -0.1 -0.397
N -1.956 4.385 -1.647 0.2 0.1 0.1 -0.203
C -1.054 3.537 -1.086 -0.2 0.1 0.1 0.467
S 0.542 3.526 -1.771 -0.1 0.1 0.1 -0.451
N -1.477 2.854 -0.040 0.3 -0.2 -0.1 -1.079
N -0.561 1.933 0.390 -0.2 0.1 0.0 0.367
C -0.610 1.550 1.607 0.2 -0.2 0.1 0.520
C -1.598 2.049 2.611 -0.1 0.0 0.0 -1.534
C 0.439 0.581 2.031 -0.2 0.1 -0.1 0.811
C 0.331 -0.156 3.202 0.0 -0.1 0.1 -0.636
C 1.339 -1.054 3.515 -0.1 0.0 0.0 -0.486
C 2.417 -1.187 2.659 0.0 0.0 0.0 -0.789
C 2.443 -0.412 1.510 -0.1 0.1 0.0 -0.008
N 1.485 0.459 1.220 0.1 0.0 0.1 -0.113
H -4.143 6.094 0.349 0.0 0.0 0.0 0.335
H -2.464 5.665 0.720 0.0 0.0 0.0 0.285
H -2.821 6.786 -0.600 0.0 0.0 0.0 0.309
H -3.581 3.816 -0.525 0.0 0.0 0.0 0.275
H -3.947 4.906 -1.854 0.0 0.0 0.0 0.382
H -1.559 5.031 -2.309 -0.1 -0.1 -0.1 0.195
H -2.168 2.867 2.185 0.0 0.0 0.0 0.321
H -2.291 1.252 2.897 0.0 0.0 0.0 0.294
H -1.087 2.384 3.516 0.0 0.0 0.0 0.385
H -0.534 -0.043 3.841 0.0 0.0 0.0 0.348
H 1.273 -1.654 4.415 0.0 0.0 0.0 0.404
H 3.216 -1.888 2.859 0.0 0.0 0.0 0.412
H 3.245 -0.483 0.785 0.0 0.0 0.0 0.319
S -1.936 -1.122 -4.955 0.1 0.0 0.1 -0.318
C -0.895 -0.914 -3.676 -0.2 0.2 0.0 0.228
S -0.620 -2.343 -2.721 0.1 0.0 0.1 -0.167
S -0.272 0.674 -3.350 -0.1 -0.1 -0.2 -0.246
Br 3.519 1.341 -1.427 0.2 0.0 0.0 -0.553
C 2.109 -1.904 -2.552 0.1 0.0 0.1 -1.851
C 0.914 -2.039 -1.615 -0.3 -0.1 -0.2 1.213
O 0.746 -1.006 -0.757 0.1 -0.1 0.1 -0.268
C 0.922 -3.342 -0.810 0.0 0.0 0.1 -0.398
C 0.052 -3.440 0.277 0.0 0.0 0.0 -0.240
C 0.019 -4.581 1.060 0.0 0.0 0.0 -0.718
C 0.861 -5.652 0.775 0.0 0.1 0.0 -0.409
C 1.729 -5.565 -0.301 0.0 0.1 0.0 -0.728
C 1.757 -4.417 -1.090 0.0 -0.1 0.0 -0.263
H 2.022 -0.983 -3.127 0.0 0.0 0.0 0.492
H 2.163 -2.735 -3.255 0.0 0.0 0.0 0.479
H 3.034 -1.849 -1.971 0.0 0.0 0.0 0.361
H -0.589 -2.595 0.494 0.0 0.0 0.0 0.331
H -0.667 -4.640 1.897 0.0 0.0 0.0 0.385
H 0.839 -6.545 1.388 0.0 0.0 0.0 0.378
H 2.389 -6.393 -0.535 0.0 0.0 0.0 0.377
H 2.443 -4.367 -1.925 0.0 0.0 0.0 0.304
```
Positions in Å, forces in eV/Å.



C19H21BrN3O4Pt as an isolated structure, computed with the ωB97M-V functional and the def2-TZVPD basis.

Gap between HOMO and LUMO = 8.2 eV
LUMO energy = -2.678 eV
Charge = +1
Energy above the lowest of the compared OMol25 structures with the same formula, charge and spin = 0.000 eV

The geometry in XYZ format:
```
49
Properties=species:S:1:pos:R:3:forces:R:3:mulliken_charge:R:1
Pt 0.741 -1.104 -0.113 0.0 0.0 -0.1 0.569
C 0.454 5.760 -0.274 0.0 0.0 0.0 -0.802
O 1.818 5.364 -0.179 0.0 0.0 0.0 -0.425
C 2.102 4.059 -0.139 0.0 0.0 0.0 0.916
C 3.485 3.754 -0.045 0.0 0.0 0.0 -1.025
C 3.869 2.460 -0.002 0.0 0.0 0.0 -0.849
C 2.943 1.366 -0.045 0.0 0.0 0.0 -0.215
C 3.429 0.041 0.007 0.0 0.0 0.0 1.596
C 4.886 -0.315 0.098 0.0 0.0 0.0 -1.304
O 2.710 -1.013 -0.008 0.0 0.0 0.0 -0.687
C 1.549 1.699 -0.133 0.0 0.0 0.0 0.738
O 0.562 0.855 -0.178 0.0 0.0 0.0 -0.856
C 1.165 3.056 -0.181 0.0 0.0 0.0 -0.378
H 0.461 6.844 -0.293 0.0 0.0 0.0 0.240
H -0.111 5.410 0.591 0.0 0.0 0.0 0.336
H 0.005 5.378 -1.193 0.0 0.0 0.0 0.337
H 4.196 4.566 -0.010 0.0 0.0 0.0 0.465
H 4.924 2.254 0.072 0.0 0.0 0.0 0.213
H 5.574 0.514 0.018 0.0 0.0 0.0 0.367
H 5.103 -1.036 -0.689 0.0 0.0 0.0 0.321
H 5.049 -0.818 1.053 0.0 0.0 0.0 0.310
H 0.107 3.256 -0.251 0.0 0.0 0.0 0.536
N -1.241 -1.190 -0.176 0.0 -0.1 0.1 -0.647
C -2.384 -1.063 -0.101 0.0 0.1 0.0 0.778
N -3.683 -0.975 -0.014 0.0 0.0 0.0 -0.107
C -4.465 -0.515 -1.180 0.0 0.0 0.0 -0.628
C -4.814 0.952 -0.997 0.0 0.0 0.0 -0.405
O -5.479 1.154 0.234 0.0 0.0 0.0 -0.386
C -4.661 0.809 1.335 0.0 0.0 0.0 -0.431
C -4.304 -0.667 1.291 0.0 0.0 0.0 -0.637
H -5.371 -1.121 -1.219 0.0 0.0 0.0 0.274
H -3.886 -0.683 -2.087 0.0 0.0 0.0 0.440
H -5.490 1.282 -1.784 0.0 0.0 0.0 0.359
H -3.901 1.561 -1.038 0.0 0.0 0.0 0.269
H -5.225 1.036 2.237 0.0 0.0 0.0 0.359
H -3.745 1.415 1.330 0.0 0.0 0.0 0.294
H -5.203 -1.279 1.372 0.0 0.0 0.0 0.275
H -3.616 -0.942 2.088 0.0 0.0 0.0 0.434
Br 3.183 -5.763 2.107 0.0 0.0 0.0 -0.143
C 1.947 -5.063 0.881 0.0 0.0 0.0 -0.369
C 1.209 -5.891 0.054 0.0 0.0 0.0 0.032
C 0.316 -5.307 -0.830 0.0 0.0 0.0 -0.797
C 0.190 -3.933 -0.857 0.0 0.0 0.0 -0.016
N 0.910 -3.141 -0.050 0.0 0.1 0.0 -0.324
C 1.778 -3.693 0.806 0.0 0.0 0.0 0.114
H 1.331 -6.965 0.099 0.0 0.0 0.0 0.468
H -0.278 -5.909 -1.501 0.0 0.0 0.0 0.382
H -0.488 -3.438 -1.534 0.0 0.0 0.0 0.496
H 2.346 -3.018 1.427 0.0 0.0 0.0 0.518
```
Positions in Å, forces in eV/Å.



A single C19H21ClN2O molecule, computed with the ωB97M-V functional and the def2-TZVPD basis.

Gap between HOMO and LUMO = 8.3 eV
LUMO energy = 0.499 eV
Structure (SMILES) = O=C(CCc1ccccc1)N1CCN(c2ccc(Cl)cc2)CC1
Energy above the lowest of the compared OMol25 structures with the same formula, charge and spin = 0.687 eV

The geometry in XYZ format:
```
44
Properties=species:S:1:pos:R:3:forces:R:3:mulliken_charge:R:1
O 3.091 -1.957 -0.512 0.3 -0.3 0.1 -0.684
C 2.309 -1.336 -1.204 -0.2 0.3 -0.3 0.597
N 1.626 -0.274 -0.707 0.0 0.1 0.3 0.319
C 0.661 0.516 -1.439 -0.3 0.2 -0.3 -0.882
H 1.046 0.750 -2.435 -0.1 0.0 0.1 0.538
C 0.380 1.827 -0.706 0.1 0.0 -0.2 -1.120
N -0.153 1.562 0.608 0.2 -0.2 -0.2 0.371
C -0.946 2.469 1.267 -0.2 0.2 0.1 0.722
C -1.674 2.089 2.403 0.1 0.0 0.0 -0.367
C -2.482 2.988 3.068 0.0 0.2 0.0 -0.804
C -2.591 4.290 2.608 0.1 -0.1 -0.1 0.353
C -1.888 4.690 1.485 -0.1 0.0 0.2 -0.886
C -1.072 3.793 0.826 0.1 -0.1 -0.1 -0.343
H -0.517 4.140 -0.030 0.1 0.0 -0.1 0.359
H -1.969 5.706 1.132 0.0 0.1 0.0 0.388
Cl -3.609 5.419 3.440 -0.1 0.1 0.1 -0.231
H -3.036 2.675 3.939 -0.1 0.0 0.1 0.393
H -1.627 1.074 2.763 0.0 -0.1 0.0 0.375
C 0.367 0.384 1.272 0.1 -0.2 0.0 -0.744
H -0.310 -0.473 1.139 0.1 0.0 0.1 0.280
C 1.737 0.034 0.705 0.0 -0.1 0.3 -1.189
H 2.431 0.869 0.861 0.0 -0.1 0.1 0.232
H 2.150 -0.848 1.201 -0.1 0.2 0.0 0.458
H 0.468 0.582 2.342 0.0 0.0 -0.1 0.683
H -0.361 2.386 -1.284 0.1 0.0 0.0 0.640
H 1.304 2.423 -0.662 -0.1 0.0 -0.1 0.307
H -0.282 -0.037 -1.554 0.0 0.1 -0.1 0.302
C 2.059 -1.660 -2.668 0.3 -0.3 0.0 -0.682
H 0.991 -1.608 -2.886 0.0 0.1 -0.1 0.499
H 2.571 -0.902 -3.267 -0.1 0.1 0.0 0.420
C 2.591 -3.053 -3.029 -0.1 0.2 0.1 -1.382
C 1.643 -4.121 -2.557 0.1 0.0 -0.1 0.455
C 1.799 -4.711 -1.309 0.0 0.0 0.0 -0.192
C 0.902 -5.667 -0.868 0.0 -0.1 0.1 -0.679
C -0.162 -6.048 -1.669 -0.1 -0.1 0.0 -0.380
C -0.326 -5.464 -2.914 -0.1 0.0 -0.1 -0.560
C 0.571 -4.506 -3.352 0.0 0.0 0.0 -0.357
H 0.440 -4.055 -4.327 0.0 0.0 -0.1 0.368
H -1.152 -5.758 -3.545 -0.1 0.0 0.0 0.368
H -0.860 -6.798 -1.326 0.0 -0.1 0.0 0.374
H 1.034 -6.120 0.104 0.0 0.0 0.1 0.376
H 2.623 -4.406 -0.683 0.1 0.0 0.0 0.408
H 2.709 -3.120 -4.113 0.0 0.0 0.0 0.453
H 3.565 -3.185 -2.557 0.0 0.0 -0.1 0.442
```
Positions in Å, forces in eV/Å.



A single C19H21ClN6O molecule at a distorted geometry, computed with the ωB97M-V functional and the def2-TZVPD basis.

Gap between HOMO and LUMO = 8.2 eV
LUMO energy = -0.098 eV
Structure (SMILES) = CN1CCC(Nc2ncc(C(N)=O)c3nc(-c4ccc(Cl)cc4)cn23)CC1
Energy above the lowest of the compared OMol25 structures with the same formula, charge and spin = 2.116 eV

The geometry in XYZ format:
```
48
Properties=species:S:1:pos:R:3:forces:R:3:mulliken_charge:R:1
O 4.593 -1.887 -2.497 -1.9 0.1 2.4 -0.669
Cl 0.830 -0.656 7.976 0.2 -0.3 0.0 -0.201
N 2.207 -1.271 1.266 2.0 -0.7 2.1 -0.642
N 0.449 -1.296 -2.458 4.7 -1.5 1.7 -0.723
C 4.005 -1.828 -1.371 3.6 0.2 -2.4 0.300
C 1.922 -1.173 0.006 -1.0 -0.5 0.3 0.780
C -0.041 -0.943 -1.264 -2.9 0.3 -5.1 0.694
C 1.848 -1.704 -2.395 -3.1 3.4 3.3 -0.886
C 2.617 -1.481 -1.220 -2.2 -1.0 -2.0 0.213
C 1.052 -1.280 2.060 -0.6 0.5 -2.8 0.033
C -0.003 -1.096 1.226 1.6 0.2 -1.0 -0.495
C 2.043 -1.166 5.594 3.8 1.1 1.9 -0.470
C -0.325 -1.358 5.611 2.7 0.7 0.2 -0.633
C 2.051 -1.135 4.235 0.3 -1.1 -1.5 -0.407
C -0.294 -1.498 4.255 -0.1 -1.0 -1.1 -0.403
C 0.902 -1.066 6.294 -2.6 -0.7 0.1 0.274
C 0.926 -1.376 3.500 -0.9 0.7 1.1 0.227
N 4.762 -2.013 -0.254 -1.1 0.6 1.3 -0.487
N 0.554 -0.953 -0.091 -0.7 -0.7 2.0 0.298
N -2.382 2.727 -2.788 0.4 1.3 -0.6 -0.079
N -1.343 -0.548 -1.488 -1.1 -1.1 -0.7 -0.070
C -2.432 3.636 -3.936 -1.9 2.3 2.9 -1.116
C -3.273 1.572 -2.982 2.2 -0.8 2.3 -0.973
C -0.967 2.279 -2.563 -1.1 -2.1 1.3 -0.716
C -3.341 0.887 -1.561 -0.3 -0.5 0.1 -1.227
C -1.014 1.817 -1.094 -0.3 -0.4 0.1 -0.918
C -1.989 0.602 -0.891 1.3 1.7 -0.7 -0.201
H 2.299 -1.819 -3.326 0.8 -0.9 -1.2 0.509
H -1.010 -1.161 1.499 -1.3 0.3 -0.4 0.418
H 3.079 -1.129 6.083 -1.8 0.2 -0.4 0.289
H -1.200 -1.533 6.160 -1.1 0.1 0.6 0.458
H 2.958 -1.059 3.663 0.4 0.1 0.2 0.403
H -1.255 -1.864 3.874 0.5 0.4 -0.6 0.326
H 5.698 -1.676 -0.390 0.3 -0.3 0.1 0.246
H 4.305 -1.773 0.649 0.6 -0.2 -0.9 0.314
H -1.626 -0.757 -2.489 0.8 0.4 1.9 0.447
H -1.727 4.498 -3.779 -0.6 -1.0 -0.4 0.308
H -2.285 3.065 -4.756 1.1 -1.4 -3.4 0.503
H -3.485 4.061 -4.065 1.3 -0.4 0.4 0.281
H -2.820 1.004 -3.754 0.7 -1.5 -0.8 0.499
H -4.238 1.705 -3.383 -1.3 1.2 0.0 0.545
H -0.680 1.377 -3.207 -0.2 1.2 0.4 0.267
H -0.182 3.031 -2.582 -0.5 0.4 -0.7 0.468
H -3.945 -0.027 -1.405 0.1 0.2 -0.9 0.458
H -3.884 1.610 -0.970 0.1 0.4 0.4 0.456
H -1.258 2.681 -0.503 -0.9 0.4 0.3 0.554
H -0.062 1.583 -0.651 0.8 -0.6 -0.3 0.541
H -2.041 0.392 0.161 -0.7 0.2 0.6 0.211
```
Positions in Å, forces in eV/Å.